{"formula": "C29H64Br3FN2O3PSi3", "method": "the ωB97M-V functional and the def2-TZVPD basis", "homo_lumo_gap_ha": 0.3152, "e_tot_ha": -10510.390945, "e_above_lowest_ev": 0.628, "total_charge": 1, "elements": ["C", "C", "Br", "C", "Br", "Si", "F", "C", "C", "O", "Si", "C", "C", "C", "O", "Si", "C", "N", "C", "C", "N", "C", "C", "O", "Br", "H", "H", "H", "H", "H", "H", "H", "H", "H", "H", "H", "H", "H", "H", "H", "H", "H", "H", "H", "H", "H", "H", "H", "H", "H", "H", "H", "H", "C", "C", "C", "C", "P", "C", "C", "C", "C", "C", "C", "C", "C", "C", "C", "C", "C", "H", "H", "H", "H", "H", "H", "H", "H", "H", "H", "H", "H", "H", "H", "H", "H", "H", "H", "H", "H", "H", "H", "H", "H", "H", "H", "H", "H", "H", "H", "H", "H", "H", "H", "H", "H"], "xyz": [[6.806621, -4.865948, 5.254043], [5.371993, -5.234279, 5.549405], [5.126102, -6.625760, 6.841682], [4.361335, -4.635788, 4.956362], [2.559628, -5.235158, 5.373979], [4.455041, -3.246692, 3.693517], [4.027156, -3.887235, 2.262247], [3.158816, -1.956693, 4.186342], [2.208150, -1.514265, 3.045850], [0.848064, -1.582196, 3.517474], [-0.161567, -2.517756, 2.552633], [-0.405811, -1.782614, 0.827436], [0.465604, -4.290747, 2.289256], [-1.843091, -2.542834, 3.445081], [5.915069, -2.464084, 3.664336], [6.650769, -2.266667, 2.140952], [6.996163, -3.921534, 1.264391], [6.944987, -3.730157, -0.225953], [8.359349, -1.512171, 2.495412], [8.601896, -0.137675, 1.822614], [9.314175, -0.245651, 0.520953], [5.549246, -1.121525, 1.094902], [5.028629, 0.093285, 1.845353], [5.162870, 0.320997, 2.959152], [4.056884, 1.409887, 0.726954], [7.007809, -4.667327, 4.200922], [7.486081, -5.664218, 5.563790], [7.087599, -3.979419, 5.833438], [2.533287, -2.382090, 4.978143], [3.696351, -1.117219, 4.640083], [2.288615, -2.117478, 2.127783], [2.425413, -0.470690, 2.784749], [-0.700448, -0.725438, 0.872288], [0.436550, -1.942271, 0.145107], [-1.263213, -2.312013, 0.380239], [0.559285, -4.474592, 1.213396], [1.460844, -4.420311, 2.726809], [-0.190619, -5.011483, 2.784629], [-1.782004, -1.955377, 4.366509], [-2.554888, -2.041827, 2.778207], [-2.124637, -3.574109, 3.665348], [8.028112, -4.217544, 1.515246], [6.349473, -4.735237, 1.607157], [7.872275, -3.385299, -0.471723], [6.938047, -4.666727, -0.626484], [8.546384, -1.421576, 3.571269], [9.136209, -2.186210, 2.111184], [9.256535, 0.433934, 2.490213], [7.695614, 0.468779, 1.683680], [9.770855, 0.651981, 0.372215], [8.597034, -0.256694, -0.204137], [6.088777, -0.775003, 0.208483], [4.656313, -1.703271, 0.820757], [-0.524265, 0.701109, -2.430130], [-1.926185, 0.111439, -2.299275], [-2.780564, 0.329159, -3.547255], [-3.331761, 1.750809, -3.725614], [-4.761229, 2.232354, -2.754853], [-6.000404, 0.927780, -2.965254], [-6.400213, 0.444002, -4.366205], [-7.292571, 1.353344, -5.217210], [-8.529978, 1.891823, -4.506594], [-5.500565, 3.709742, -3.445379], [-4.760597, 5.053349, -3.518424], [-4.584719, 5.829176, -2.213070], [-5.833292, 5.921281, -1.341734], [-4.562153, 2.234018, -0.969105], [-3.687031, 3.188735, -0.141011], [-2.255045, 3.460467, -0.628509], [-1.191017, 2.793861, 0.240522], [-0.544130, 1.771247, -2.648209], [0.031772, 0.557885, -1.502940], [0.030528, 0.204132, -3.227586], [-2.413773, 0.520020, -1.411174], [-1.822609, -0.961469, -2.125560], [-3.610129, -0.382545, -3.528988], [-2.186047, 0.075007, -4.427084], [-3.659999, 1.838181, -4.768726], [-2.532092, 2.489051, -3.633315], [-6.886378, 1.210701, -2.390884], [-5.593039, 0.060422, -2.434844], [-6.930178, -0.502633, -4.235274], [-5.502086, 0.206669, -4.943481], [-7.620933, 0.780023, -6.086823], [-6.712491, 2.181528, -5.631415], [-9.218321, 1.083850, -4.253599], [-9.058425, 2.591231, -5.154500], [-8.284457, 2.429674, -3.588996], [-6.495108, 3.845071, -3.015407], [-5.675842, 3.451665, -4.493317], [-5.321691, 5.688188, -4.207611], [-3.777737, 4.902124, -3.974929], [-4.252861, 6.840760, -2.454967], [-3.763695, 5.390418, -1.645421], [-6.606337, 6.519980, -1.825692], [-5.588375, 6.391032, -0.388804], [-6.253888, 4.938954, -1.112218], [-4.299735, 1.209499, -0.688049], [-5.582998, 2.357022, -0.585392], [-3.652830, 2.794418, 0.877068], [-4.214399, 4.137272, -0.036994], [-2.064957, 4.535245, -0.592525], [-2.126297, 3.166158, -1.670970], [-1.182367, 3.231334, 1.239840], [-0.199678, 2.936858, -0.190506], [-1.366562, 1.720575, 0.344720]], "forces_ev_per_angstrom": [[0.498, -0.273, 0.566], [0.876, -0.426, 0.177], [0.304, 0.388, -0.277], [-1.027, -0.150, -0.345], [0.501, 0.456, -0.359], [-1.052, 0.811, 1.391], [0.440, 0.279, 0.318], [0.144, -0.558, -0.587], [-0.155, 0.418, 0.712], [0.000, -0.397, -0.864], [-0.512, -0.282, 0.497], [-0.354, -0.053, 0.028], [0.312, 0.691, 0.185], [0.830, 0.485, -0.422], [-0.519, -1.133, -1.604], [1.198, 0.132, 1.004], [0.264, 0.283, -0.199], [0.190, -0.456, 0.523], [-0.385, 0.403, -0.627], [0.670, 0.201, 0.166], [-0.638, 0.289, 0.145], [-0.329, 0.120, 0.310], [0.380, -1.220, -3.002], [0.229, 0.880, 3.398], [-0.117, -0.020, -0.271], [-0.262, -0.002, 0.101], [-0.195, 0.037, -0.035], [-0.052, -0.073, -0.137], [0.070, -0.020, -0.166], [-0.118, -0.004, -0.211], [0.309, 0.036, 0.201], [-0.104, -0.174, -0.098], [0.283, -0.094, -0.062], [-0.020, 0.245, 0.168], [0.173, 0.000, 0.119], [-0.163, -0.252, 0.191], [-0.105, -0.025, -0.083], [0.031, 0.007, -0.277], [-0.045, -0.192, -0.051], [-0.190, -0.319, 0.223], [-0.235, 0.203, -0.027], [-0.304, 0.005, 0.426], [-0.117, 0.172, -0.308], [-0.228, 0.156, -0.196], [-0.173, 0.193, -0.151], [-0.310, -0.068, -0.091], [-0.141, 0.083, 0.056], [-0.149, 0.012, -0.152], [0.000, -0.214, 0.363], [0.148, -0.212, -0.058], [0.242, -0.238, -0.082], [-0.384, -0.233, -0.135], [0.252, 0.145, -0.445], [-0.035, -0.040, 0.111], [0.346, 0.030, -0.093], [-0.253, -0.295, 0.504], [0.560, 0.058, -0.692], [-0.432, -0.395, 0.024], [-0.156, -0.439, 0.092], [0.021, 0.074, -0.358], [-0.027, 0.168, 0.027], [0.051, -0.001, -0.083], [-0.023, 0.785, -0.587], [0.267, 0.238, 0.239], [0.089, -0.123, 0.167], [0.126, 0.012, -0.036], [0.007, -0.076, 1.057], [0.043, 0.588, -0.218], [0.160, 0.019, 0.324], [0.036, -0.067, -0.133], [0.036, 0.006, 0.009], [0.032, 0.051, -0.051], [-0.031, 0.028, -0.023], [-0.035, -0.015, -0.005], [-0.094, 0.007, 0.015], [-0.025, 0.032, -0.114], [-0.040, 0.107, -0.032], [-0.189, 0.141, 0.081], [-0.074, 0.051, 0.135], [0.058, 0.149, 0.004], [0.067, 0.099, 0.074], [0.074, 0.001, 0.127], [-0.009, -0.080, 0.042], [0.089, -0.036, 0.020], [-0.002, 0.006, 0.017], [0.008, 0.024, 0.061], [-0.049, -0.048, 0.024], [-0.032, 0.000, 0.007], [0.056, -0.164, 0.167], [-0.077, -0.305, 0.097], [-0.064, -0.158, -0.087], [-0.048, 0.033, -0.052], [0.015, -0.038, -0.079], [-0.028, -0.021, 0.045], [-0.053, -0.048, 0.025], [-0.073, 0.056, -0.028], [-0.020, 0.022, 0.013], [-0.009, -0.089, -0.327], [-0.075, -0.081, -0.210], [-0.012, -0.149, -0.082], [-0.059, -0.037, -0.098], [-0.055, -0.002, -0.108], [-0.013, -0.036, -0.010], [-0.050, -0.038, -0.006], [0.009, -0.046, 0.058], [0.032, 0.003, -0.002]], "mulliken_charge": [-0.8085, 0.1777, -0.1726, -0.1198, -0.1103, 0.1444, -0.2975, -0.9329, -0.2107, -0.5756, 0.7447, -0.7633, -0.6172, -1.2671, -0.0031, 0.1274, -0.6764, -0.6938, -0.8115, -0.4427, -0.7180, -0.6342, -0.0785, -0.3115, -0.1977, -0.0357, 0.4735, 0.2927, 0.6185, 0.5201, 0.3650, 0.0888, -0.1314, 0.4543, 0.3674, 0.2696, -0.1065, 0.3895, 0.2807, 0.3210, 0.3686, 0.5143, 0.4281, 0.2512, 0.2804, 0.4451, 0.4399, 0.4449, 0.1933, 0.2657, 0.2577, 0.6153, 0.5460, -1.4441, 0.6093, -1.1525, -1.2092, 1.1606, -1.4898, -0.7709, -0.4123, -1.2534, -0.5995, -1.0358, 0.3051, -1.3716, -0.9616, -1.2153, 0.4574, -1.8110, 0.2782, 0.2745, 0.4607, -0.4158, 0.4321, 0.3495, 0.5038, 0.6708, 0.7609, 0.7564, 0.5242, 0.5118, 0.2105, 0.4510, 0.2414, 0.3647, 0.3647, 0.2503, 0.5390, 0.0401, 0.4515, 0.3516, 0.4756, -0.3857, 0.3500, 0.4187, 0.2942, 0.7896, 0.5944, 0.5947, 0.2174, 0.5682, -0.1833, 0.4830, 0.4579, 0.1788]}